# 1
10
Properties=species:S:1:pos:R:3:mulliken_charge:R:1 method="wB97M-V/def2-TZVPD" de_lowest_kj_mol=81.81 molar_mass_g_mol=102.2 multiplicity=1 charge=0
S 2.4130 -3.7465 1.8008 -0.16
S 0.3915 -3.0313 1.8658 -0.13
H 2.6992 -2.5180 1.2146 0.16
H 0.7168 -2.3419 0.7752 0.14
O -0.9904 5.6943 2.0167 -0.62
H -0.5667 5.5302 1.2169 0.31
H -1.5320 4.9291 2.1715 0.32
O -1.0578 -1.1371 -3.7163 -0.64
H -0.2680 -1.6264 -3.6593 0.31
H -1.8057 -1.7524 -3.6859 0.32

***

# 2
20
Properties=species:S:1:pos:R:3:mulliken_charge:R:1 method="wB97M-V/def2-TZVPD" de_lowest_kj_mol=55.70 molar_mass_g_mol=443.1 multiplicity=1 charge=0
Cl 0.4256 -6.8084 0.2769 -0.08
C -1.1407 -7.5600 0.5076 0.04
Cl -1.9458 -7.0034 1.9316 -0.11
Cl -0.8113 -9.3052 0.7378 -0.14
H -1.7766 -7.3789 -0.3589 0.30
Cl 2.7164 -4.4700 6.9340 -0.12
C 3.0411 -5.8295 5.8674 0.42
Cl 1.8811 -7.0489 6.3932 -0.12
Cl 4.7441 -6.3405 6.0656 -0.14
H 2.9547 -5.6126 4.8027 -0.02
Cl 0.0254 -3.1761 0.8755 -0.10
C 1.6958 -3.8180 0.9360 0.21
Cl 1.8216 -4.5577 2.4708 -0.09
Cl 2.9385 -2.5679 0.7181 -0.14
H 1.7656 -4.5344 0.1174 0.07
Cl -0.6729 -3.5860 -5.0814 -0.16
C -0.2349 -2.8864 -3.4301 -0.29
Cl 0.8274 -4.0593 -2.5488 -0.11
H 0.3226 -1.9519 -3.4938 0.30
H -1.1874 -2.6483 -2.9566 0.28

***

# 3
12
Properties=species:S:1:pos:R:3:mulliken_charge:R:1 method="wB97M-V/def2-TZVPD" de_lowest_kj_mol=409.65 molar_mass_g_mol=98.2 multiplicity=1 charge=0
C -2.1254 0.3182 0.5613 -0.66
C -0.9906 0.5665 -0.6134 -0.06
C 0.1507 0.5672 -1.1896 -0.21
C 1.3537 -0.1116 -0.6510 0.38
C 1.0864 -0.5196 0.7366 -1.14
S 2.8059 -0.4370 -1.4329 -0.23
H -2.7130 -0.5911 0.2646 0.25
H -2.5093 1.1632 1.1451 0.28
H 0.2499 0.7496 -2.2354 0.37
H 0.5326 0.2491 1.3409 0.37
H 2.0073 -0.7541 1.2979 0.33
H 0.1517 -1.2005 0.7761 0.33

***

# 4
65
Properties=species:S:1:pos:R:3:mulliken_charge:R:1 method="wB97M-V/def2-TZVPD" molar_mass_g_mol=518.6 e_tot_ha=-1713.102810 multiplicity=1 charge=0
C 6.9892 2.0275 1.9986 -1.43
C 6.5631 1.5850 0.6216 1.03
O 7.2973 1.6828 -0.3358 -0.60
C 5.1934 1.0210 0.4851 0.45
C 4.3345 0.8097 1.5630 -1.09
C 3.0772 0.2749 1.3645 -0.97
C 2.6495 -0.0515 0.0803 0.06
N 1.3803 -0.6263 -0.1225 0.85
C 0.4415 -0.1533 -0.9838 0.62
O -0.5767 -0.7721 -1.2112 -0.63
C 0.6810 1.2335 -1.5853 -1.00
N -0.5835 1.8867 -1.7341 0.87
N -1.0816 2.2046 -2.9365 -0.90
N -2.2312 2.7212 -2.8213 -0.67
C -2.5680 2.7635 -1.4999 0.09
C -3.7048 3.2286 -0.8398 -0.73
C -3.7197 3.1222 0.5298 -0.68
C -2.6449 2.5728 1.2431 -0.60
C -1.5106 2.1096 0.6173 -0.41
C -1.4888 2.2103 -0.7682 1.32
C 0.9437 -1.7526 0.7129 0.08
C -0.1397 -1.1682 1.6600 0.53
O 0.1659 -0.1957 2.3327 -0.70
N -1.3318 -1.7483 1.6667 -0.05
C -2.4402 -1.2228 2.4244 -1.42
C -3.5615 -0.6747 1.5724 0.79
C -4.7292 -0.2569 2.2004 -0.70
C -5.7738 0.2702 1.4645 -0.55
C -5.6650 0.3835 0.0886 -0.61
C -4.5063 -0.0317 -0.5420 -0.64
C -3.4582 -0.5581 0.1942 0.06
C 0.6164 -2.9305 -0.1816 0.01
C 1.5065 -3.2524 -1.2061 -0.38
C 1.2211 -4.3271 -2.0279 -0.63
C 0.0647 -5.0587 -1.8017 -0.61
C -0.7456 -4.6760 -0.7483 -0.48
N -0.4741 -3.6492 0.0400 -0.55
C 3.5004 0.1555 -1.0042 0.21
C 4.7554 0.6861 -0.7976 -1.22
H 6.2970 2.7713 2.3864 0.39
H 7.0036 1.1764 2.6761 0.38
H 7.9866 2.4559 1.9431 0.35
H 4.6369 1.0623 2.5666 0.37
H 2.3989 0.1375 2.1939 0.47
H 1.3453 1.8238 -0.9455 0.47
H 1.1092 1.1489 -2.5877 0.31
H -4.5276 3.6497 -1.3942 0.47
H -4.5818 3.4660 1.0816 0.39
H -2.7136 2.5120 2.3187 0.40
H -0.6928 1.6810 1.1751 0.42
H 1.7948 -2.0309 1.3466 0.84
H -1.4631 -2.5530 1.0523 0.42
H -2.0430 -0.4209 3.0567 0.38
H -2.8319 -2.0127 3.0767 0.46
H -4.8153 -0.3432 3.2748 0.44
H -6.6744 0.5940 1.9659 0.39
H -6.4791 0.7972 -0.4878 0.43
H -4.4098 0.0585 -1.6137 0.42
H -2.5572 -0.8635 -0.3137 0.33
H 2.4029 -2.6694 -1.3543 0.47
H 1.8917 -4.5913 -2.8324 0.45
H -0.1974 -5.8993 -2.4238 0.40
H -1.6586 -5.2069 -0.5138 0.44
H 3.1777 -0.1110 -1.9997 0.52
H 5.4295 0.8467 -1.6255 0.46

***

# 5
19
Properties=species:S:1:pos:R:3:mulliken_charge:R:1 method="wB97M-V/def2-TZVPD" de_lowest_kj_mol=260.34 molar_mass_g_mol=110.1 multiplicity=1 charge=+1
O -0.0208 0.8644 1.9345 -0.50
C -1.0391 0.7233 1.3284 0.06
C -0.9413 -0.2416 0.1642 -0.06
C -1.5223 0.1581 -1.1595 -1.61
N 0.6012 -0.7109 0.0184 -0.43
H -1.9665 1.3555 1.5216 0.40
H -1.3814 -1.2475 0.4191 0.54
H -1.7590 1.1094 -1.2588 0.63
H -2.3089 -0.7095 -1.3369 0.22
H -0.9346 0.2409 -1.9678 0.55
H 0.9782 -0.4575 -0.9210 0.35
H 0.7578 -1.7166 0.2662 0.43
H 1.2183 -0.2719 0.6826 0.40
H 2.6925 -2.0019 1.2136 0.36
H 2.6380 -2.7720 -0.1677 0.35
O 2.6295 -1.8720 0.2572 -0.72
H -0.1813 3.0810 0.1706 0.36
H 0.7391 2.2195 -0.7167 0.30
O -0.1994 2.2494 -0.4480 -0.62

***

# 6
245
Properties=species:S:1:pos:R:3:lowdin_spin:R:1 method="wB97M-V/def2-TZVPD" molar_mass_g_mol=1336.0 s2=0.751 e_tot_ha=-4356.877502 multiplicity=2 charge=-1
C 14.7756 33.3761 15.6815 0.00
C 14.7996 33.3362 14.1886 0.00
C 16.2339 32.9476 13.7330 0.00
C 16.5936 31.4785 13.6501 0.00
C 15.4885 30.7470 12.8630 0.00
C 14.0615 30.9369 13.4395 0.00
N 13.7654 32.3918 13.6539 0.00
O 12.4230 32.7027 13.9249 0.00
C 13.1975 30.3343 12.3882 0.00
C 13.9466 30.1263 14.7815 0.00
C 14.5235 34.7520 13.5934 0.00
H 13.7354 33.3103 16.0005 0.00
H 15.2202 34.2684 16.1223 0.00
H 15.2488 32.4922 16.1090 0.00
H 16.4331 33.2876 12.7168 0.00
H 16.9903 33.4523 14.3340 0.00
H 16.7154 31.1106 14.6689 0.00
H 17.4813 31.3588 13.0290 0.00
H 15.6746 29.6731 12.8501 0.00
H 15.6028 31.1270 11.8478 0.00
H 13.4197 29.2724 12.2829 0.00
H 12.1487 30.3054 12.6834 0.00
H 13.2049 30.8377 11.4214 0.00
H 13.9212 29.0385 14.7164 0.00
H 14.7115 30.3472 15.5259 0.00
H 12.9962 30.4356 15.2165 0.00
H 15.2062 35.5320 13.9305 0.00
H 13.5330 35.0635 13.9251 0.00
H 14.4691 34.7581 12.5048 0.00
H 12.0922 33.1286 13.1307 0.00
C 25.1153 34.2541 15.1814 0.00
C 25.6265 33.5295 16.4822 0.00
C 25.4359 34.5344 17.6310 0.00
C 23.9596 34.5237 18.0031 0.00
C 23.4091 33.1626 18.3239 0.00
C 23.5831 32.1135 17.1163 0.00
N 24.9385 32.2435 16.6986 0.00
O 25.3339 31.3043 15.7293 0.00
C 23.3600 30.6563 17.6777 0.00
C 22.6313 32.3205 15.8541 0.00
C 27.1548 33.4500 16.3335 0.00
H 25.2581 33.6122 14.3121 0.00
H 25.6843 35.1786 15.0833 0.00
H 24.0681 34.5448 15.0981 0.00
H 26.0151 34.3475 18.5353 0.00
H 25.8218 35.4925 17.2830 0.00
H 23.3869 35.0759 17.2580 0.00
H 23.8311 35.1031 18.9174 0.00
H 22.3330 33.3363 18.3342 0.00
H 23.8658 32.7819 19.2374 0.00
H 23.9541 30.3527 18.5396 0.00
H 22.3235 30.5093 17.9813 0.00
H 23.5608 29.9670 16.8576 0.00
H 22.2514 33.3400 15.9209 0.00
H 23.1885 32.2785 14.9182 0.00
H 21.7979 31.6212 15.7853 0.00
H 27.5418 32.7934 15.5542 0.00
H 27.6025 32.9940 17.2165 0.00
H 27.6201 34.4068 16.0969 0.00
H 25.7683 30.6390 16.2680 0.00
C 12.4868 30.4389 8.4457 0.00
O 13.6961 30.3647 7.6900 0.00
C 14.1027 29.0267 7.4025 0.00
C 15.6397 29.0182 7.4770 0.00
N 16.1463 29.0662 8.8831 0.00
C 17.5752 28.9075 8.9537 0.01
C 18.0330 29.5535 10.2522 0.00
O 17.6123 30.8800 10.1769 0.00
C 18.6863 31.7787 10.0655 0.01
H 12.2448 31.4775 8.6712 0.00
H 12.4749 29.9068 9.3969 0.00
H 11.6197 30.0402 7.9191 0.00
H 13.7464 28.7375 6.4138 0.00
H 13.7505 28.2609 8.0936 0.00
H 16.0271 29.8611 6.9046 0.00
H 16.1288 28.1573 7.0212 0.00
H 15.9240 29.9327 9.3520 0.00
H 18.0952 29.3229 8.0906 0.00
H 17.7660 27.8367 9.0247 0.00
H 19.1093 29.3941 10.3183 0.00
H 17.5453 29.0606 11.0932 0.00
H 19.3253 31.8337 10.9468 0.00
H 18.2575 32.7769 9.9768 0.00
H 19.3236 31.4831 9.2320 0.00
C 24.2414 23.1423 12.8684 0.04
O 24.7481 24.4172 12.4500 0.01
C 23.7354 25.4818 12.5149 0.01
C 24.4323 26.8238 12.5250 0.00
N 23.6546 28.0216 12.7904 0.00
C 24.5068 29.1928 12.7268 0.00
C 23.6744 30.4158 12.2439 0.00
O 23.4592 30.3931 10.8194 0.00
C 22.3225 29.6773 10.2693 0.01
H 23.4769 23.2871 13.6317 0.02
H 24.9936 22.6772 13.5056 0.01
H 23.8261 22.5195 12.0761 0.01
H 23.0261 25.3309 13.3286 0.01
H 23.0024 25.4378 11.7093 0.00
H 24.9464 26.9842 11.5774 0.00
H 25.1464 26.7928 13.3479 0.00
H 22.8520 28.1938 12.2021 0.00
H 25.3552 29.0474 12.0580 0.00
H 24.9538 29.4709 13.6812 0.00
H 24.1361 31.3821 12.4468 0.00
H 22.7141 30.4804 12.7555 0.00
H 22.3983 29.6265 9.1831 0.00
H 21.4267 30.2916 10.3602 0.00
H 22.2329 28.6778 10.6948 0.00
C 15.6034 31.6984 19.1514 0.00
O 16.9948 31.8353 19.3637 0.00
C 17.7730 32.4395 18.2381 0.00
C 19.2115 32.2349 18.5810 0.00
N 19.6166 30.8604 18.4849 0.00
C 18.9269 29.8403 19.3291 0.00
C 19.6451 28.4609 19.3525 0.00
O 20.9750 28.8542 19.7877 0.00
C 21.8562 27.7683 20.0023 0.00
H 15.4010 31.1116 18.2554 0.00
H 15.0540 32.6363 19.0700 0.00
H 15.2207 31.1903 20.0365 0.00
H 17.6123 33.5175 18.2338 0.00
H 17.5917 32.1089 17.2154 0.00
H 19.3924 32.4940 19.6241 0.00
H 19.8010 32.7881 17.8498 0.00
H 20.5934 30.7389 18.7114 0.00
H 17.8776 29.7005 19.0692 0.00
H 19.0749 30.0788 20.3823 0.00
H 19.6505 28.1098 18.3206 0.00
H 19.2950 27.6886 20.0373 0.00
H 21.4362 27.1231 20.7740 0.00
H 22.8388 28.0628 20.3710 0.00
H 21.9972 27.1610 19.1082 0.00
C 13.1715 25.8411 14.5362 0.01
O 14.2582 26.2290 15.3877 0.00
C 15.3534 25.2975 15.4203 0.03
C 16.3900 25.4666 16.4873 0.02
N 15.8078 25.1694 17.7879 0.00
C 16.6141 25.4679 18.9263 0.00
C 17.7198 24.4075 19.2669 0.02
O 18.8462 25.0221 19.9083 0.00
C 19.5491 24.0437 20.6239 0.01
H 13.6111 25.4999 13.5989 0.00
H 12.4977 26.6855 14.3911 0.00
H 12.5186 25.0150 14.8182 0.00
H 15.7406 25.3703 14.4040 0.01
H 14.9751 24.2767 15.4765 0.02
H 16.7109 26.5069 16.4342 0.00
H 17.2716 24.8699 16.2529 0.03
H 15.0290 25.7940 17.9408 0.00
H 15.9353 25.6455 19.7605 0.00
H 17.1126 26.4311 18.8170 0.00
H 18.0653 24.1153 18.2752 0.01
H 17.2666 23.5322 19.7323 0.00
H 20.5512 24.4712 20.6580 0.00
H 19.7135 23.0826 20.1367 0.01
H 19.1638 23.8355 21.6221 0.00
C 27.2495 29.6023 18.2438 0.00
O 26.5872 29.4769 17.0197 0.00
C 26.9829 28.2856 16.3266 0.00
C 26.5330 26.9439 16.9860 0.00
N 25.1049 26.8349 17.2021 0.00
C 24.2366 26.6467 16.0330 0.00
C 22.7150 26.5746 16.3050 0.00
O 22.3179 25.3054 16.8272 0.03
C 20.9285 25.2415 17.0507 0.03
H 28.1471 30.1930 18.0611 0.00
H 27.5986 28.6532 18.6506 0.00
H 26.5823 30.0540 18.9779 0.00
H 28.0699 28.2416 16.2575 0.00
H 26.5847 28.3330 15.3130 0.00
H 27.1143 26.8336 17.9014 0.00
H 26.8097 26.0820 16.3788 0.00
H 24.6898 27.5333 17.8021 0.00
H 24.3598 25.6728 15.5592 0.00
H 24.3915 27.4869 15.3561 0.00
H 22.2985 26.8194 15.3279 0.00
H 22.3889 27.2803 17.0690 0.00
H 20.5555 24.2177 17.0768 0.03
H 20.3712 25.6913 16.2290 0.01
H 20.7057 25.7799 17.9719 0.00
C 21.1300 23.1818 7.7977 0.02
O 20.5228 23.0955 9.1070 0.00
C 19.1601 23.5270 9.0701 0.01
C 18.5955 23.3898 10.4967 0.03
N 18.0427 22.1059 10.8537 0.01
C 19.1097 21.0733 10.9388 0.03
C 18.4950 19.6708 10.8314 0.01
O 19.2799 18.6112 11.2531 0.00
C 19.5046 18.6368 12.7146 0.07
H 21.1649 24.1981 7.4054 0.01
H 20.7578 22.4826 7.0490 0.00
H 22.1709 22.8598 7.8289 0.00
H 18.6276 22.8953 8.3591 0.00
H 19.1221 24.5612 8.7277 0.00
H 17.9029 24.2097 10.6868 0.00
H 19.3543 23.6165 11.2456 0.03
H 17.5526 22.0888 11.7366 0.06
H 19.6647 21.1744 11.8715 0.04
H 19.8100 21.1883 10.1115 0.00
H 18.3375 19.4144 9.7838 0.00
H 17.5238 19.5783 11.3177 0.01
H 18.5922 18.4709 13.2874 0.01
H 19.8948 19.5880 13.0767 0.04
H 20.1272 17.7902 13.0039 0.01
C 15.4444 25.9274 10.8935 0.01
O 15.0948 24.5479 10.7435 0.01
C 14.3436 24.1686 9.6299 0.00
C 14.4976 22.6469 9.3239 0.00
N 15.7963 22.2145 8.9500 0.00
C 15.8253 20.7680 8.6646 0.00
C 15.1441 20.3267 7.3838 0.00
O 13.8145 19.9836 7.7801 0.00
C 13.1420 19.3122 6.7548 0.00
H 15.9773 26.0845 11.8313 0.01
H 14.5645 26.5653 10.9770 0.00
H 16.0951 26.3509 10.1284 0.00
H 14.6555 24.8470 8.8358 0.00
H 13.2887 24.4056 9.7685 0.00
H 13.8261 22.5040 8.4773 0.00
H 14.1746 22.0543 10.1799 0.00
H 16.4224 22.4347 9.7113 0.00
H 15.4683 20.1129 9.4593 0.00
H 16.8621 20.5311 8.4256 0.00
H 15.6531 19.5465 6.8179 0.00
H 15.1185 21.0615 6.5791 0.00
H 13.4451 18.3117 6.4464 0.00
H 13.2772 19.7931 5.7860 0.00
H 12.1001 19.2111 7.0587 0.00
C 20.4707 29.5412 14.3396 0.00
C 19.2966 28.5095 14.1533 0.00
C 19.5237 27.1759 13.3487 0.02
O 20.0456 27.4942 12.0580 0.01
C 19.6795 26.5256 11.0836 0.01
N 18.8045 28.2546 15.4856 0.00
H 20.4985 30.2119 13.4808 0.00
H 21.4618 29.0951 14.4224 0.00
H 20.3378 30.2496 15.1573 0.00
H 18.5761 29.0265 13.5195 0.00
H 18.5689 26.6505 13.3262 0.01
H 20.2996 26.5638 13.8085 0.01
H 19.8300 26.8922 10.0682 0.01
H 18.6470 26.1870 11.1697 0.00
H 20.3414 25.6940 11.3255 0.01
H 19.5533 27.8436 16.0247 0.00
H 18.7413 29.1683 15.9114 0.00

***

# 7
22
Properties=species:S:1:pos:R:3:lowdin_spin:R:1 method="wB97M-V/def2-TZVPD" molar_mass_g_mol=220.3 s2=2.041 e_tot_ha=-1295.433669 multiplicity=3 charge=0
C -1.6739 2.4848 -1.6208 0.03
C -0.7604 2.5347 -2.6602 -0.02
C -1.4083 1.6960 -0.5060 0.09
C 0.4173 1.8074 -2.6163 0.03
C -0.2429 0.9857 -0.4802 0.69
C 0.6655 1.0113 -1.4982 0.10
C -0.0926 -1.5585 2.8047 0.28
C -0.5084 -2.6882 2.0536 0.03
C 0.9645 -0.8159 2.3113 0.02
C 0.1721 -3.0298 0.9389 0.15
C 1.6052 -1.2131 1.1560 0.25
O 1.2515 -2.3488 0.4820 0.19
S 2.1240 -0.0293 -1.5709 0.06
S 2.7951 -0.2095 0.3762 0.06
H -2.5960 3.0444 -1.6675 0.01
H -0.9687 3.1443 -3.5275 0.00
H -2.1158 1.6397 0.3076 0.01
H 1.1301 1.8377 -3.4263 0.01
H -0.6087 -1.2653 3.7025 0.02
H -1.3749 -3.2536 2.3500 0.00
H 1.2954 0.0908 2.7895 0.00
H -0.0700 -3.8648 0.3018 0.01

***

# 8
41
Properties=species:S:1:pos:R:3:mulliken_charge:R:1 method="wB97M-V/def2-TZVPD" de_lowest_kj_mol=49.46 molar_mass_g_mol=293.4 multiplicity=1 charge=0
O -2.6752 -0.5474 -4.0176 -0.56
C -1.8824 0.3165 -3.7535 0.07
N -0.7115 0.1391 -3.1104 0.01
C -0.2994 -1.1532 -2.5987 -1.72
C 0.0204 -1.1579 -1.1400 1.27
N -0.7174 -1.7714 -0.2632 -0.74
C -0.0609 -1.6562 0.9324 0.51
C -0.4031 -2.1285 2.1937 -0.85
C 0.4785 -1.8915 3.2254 -0.45
C 1.6829 -1.2176 3.0161 -0.83
C 2.0385 -0.7363 1.7730 -0.79
C 1.1447 -0.9446 0.7341 0.83
N 1.1643 -0.6169 -0.6019 0.30
C 2.1709 0.1700 -1.2628 -1.06
C 2.3071 1.5982 -0.7134 -0.45
C 1.0088 2.4152 -0.6833 -1.29
C 0.0381 1.9462 0.3700 0.22
C 0.3946 2.0024 1.7130 0.03
C -0.4671 1.5493 2.6935 -0.67
C -1.7045 1.0355 2.3461 -0.40
C -2.0816 1.0014 1.0163 -1.00
C -1.2183 1.4605 0.0370 0.09
H -2.0320 1.3776 -4.0351 0.37
H -0.1142 0.9309 -2.9314 0.18
H -1.1436 -1.8289 -2.7552 0.50
H 0.5643 -1.5216 -3.1694 0.25
H -1.3266 -2.6637 2.3422 0.49
H 0.2441 -2.2425 4.2195 0.41
H 2.3550 -1.0723 3.8492 0.41
H 2.9826 -0.2336 1.6255 0.41
H 1.9351 0.2028 -2.3291 0.52
H 3.1408 -0.3322 -1.1506 0.32
H 2.7083 1.5545 0.2984 0.28
H 3.0401 2.1135 -1.3391 0.46
H 1.2796 3.4535 -0.4694 0.42
H 0.5318 2.4032 -1.6667 0.37
H 1.3564 2.4076 1.9953 0.42
H -0.1694 1.5926 3.7306 0.43
H -2.3730 0.6687 3.1101 0.41
H -3.0459 0.6086 0.7329 0.37
H -1.5342 1.4323 -0.9959 0.45

***

# 9
14
Properties=species:S:1:pos:R:3:mulliken_charge:R:1 method="wB97M-V/def2-TZVPD" de_lowest_kj_mol=173.09 molar_mass_g_mol=118.1 multiplicity=1 charge=0
C 2.2064 -0.2302 0.7453 -0.49
C 1.6970 -0.2205 -0.6172 -0.56
P 0.8642 0.9445 0.5492 -0.06
P -0.7711 -0.6082 0.7546 0.00
C -2.2602 0.6505 0.4787 -0.68
C -1.7208 -0.0857 -0.7795 -0.70
H 1.9921 -1.0692 1.3400 0.27
H 3.2484 0.1403 0.8869 0.27
H 2.1990 0.1753 -1.4362 0.35
H 0.9800 -1.1497 -0.8855 0.22
H -1.9850 1.6670 0.4737 0.30
H -3.1375 0.2304 0.8711 0.31
H -2.1689 -0.9905 -1.0443 0.34
H -1.1437 0.5459 -1.3368 0.42